Entry 1:
{
  "formula": "C3H5NOS",
  "method": "the ωB97M-V functional and the def2-TZVPD basis",
  "homo_ev": -8.5,
  "de_lowest_kcal_mol": 71.0,
  "smiles": "C=CS/C=N\\O",
  "orbital_gap_ev": 9.41,
  "spin_multiplicity": 1,
  "symbols": ["C", "C", "C", "H", "H", "H", "H", "H", "N", "O", "S"],
  "positions_angstrom": [[-1.282, 0.618, -0.105], [1.406, 0.198, -0.068], [2.592, -0.398, 0.058], [-3.818, -0.932, 0.118], [-0.863, 1.624, -0.089], [1.320, 1.306, 0.011], [3.525, 0.200, 0.011], [2.712, -1.454, 0.163], [-2.572, 0.444, 0.033], [-2.871, -0.888, -0.004], [-0.148, -0.717, -0.129]]
}


Entry 2:
{
  "formula": "C5H11N",
  "method": "the ωB97M-V functional and the def2-TZVPD basis",
  "homo_ev": -8.6,
  "de_lowest_kcal_mol": 26.3,
  "smiles": "C[C@H]1CCN1C",
  "orbital_gap_ev": 9.90,
  "spin_multiplicity": 1,
  "symbols": ["C", "C", "C", "C", "C", "H", "H", "H", "H", "H", "H", "H", "H", "H", "H", "H", "N"],
  "positions_angstrom": [[1.796, -0.941, -0.188], [0.661, -0.115, 0.359], [0.621, 1.430, 0.179], [-0.864, 1.196, -0.212], [-1.593, -1.111, 0.128], [2.006, -0.662, -1.256], [1.564, -2.029, -0.142], [2.682, -0.783, 0.437], [0.499, -0.372, 1.390], [1.263, 1.820, -0.632], [0.796, 2.031, 1.079], [-1.232, 1.655, -1.166], [-1.636, 1.426, 0.596], [-1.832, -0.972, 1.212], [-2.525, -1.045, -0.440], [-1.251, -2.153, 0.063], [-0.580, -0.239, -0.392]]
}


Entry 3:
{
  "formula": "C61H104KNOP3S",
  "method": "the ωB97M-V functional and the def2-TZVPD basis",
  "homo_ev": -3.4,
  "de_lowest_kcal_mol": 14.7,
  "orbital_gap_ev": 5.29,
  "charge": -1,
  "spin_multiplicity": 1,
  "symbols": ["K", "C", "C", "C", "P", "C", "C", "C", "C", "C", "C", "C", "C", "C", "N", "C", "C", "C", "C", "C", "C", "P", "C", "C", "C", "C", "C", "C", "H", "H", "H", "H", "H", "H", "H", "H", "H", "H", "H", "H", "H", "H", "H", "H", "H", "H", "H", "H", "H", "H", "H", "H", "H", "H", "H", "H", "H", "H", "H", "H", "H", "H", "H", "H", "C", "C", "C", "C", "C", "C", "C", "C", "C", "C", "C", "C", "C", "C", "C", "C", "C", "H", "H", "H", "H", "H", "H", "H", "H", "H", "H", "H", "H", "H", "H", "H", "H", "H", "H", "H", "H", "H", "H", "H", "H", "H", "H", "H", "H", "H", "O", "P", "C", "C", "C", "C", "C", "C", "C", "C", "C", "C", "C", "C", "C", "C", "C", "C", "C", "C", "H", "H", "H", "H", "H", "H", "H", "H", "H", "H", "H", "H", "H", "H", "H", "H", "H", "H", "H", "H", "H", "H", "H", "H", "H", "H", "H", "H", "H", "H", "H", "H", "H", "C", "S", "C", "H", "H", "H", "H", "H", "H"],
  "positions_angstrom": [[0.440, 1.276, 0.205], [-3.349, 3.630, -3.791], [-3.610, 2.840, -2.506], [-5.104, 2.595, -2.292], [-2.623, 1.268, -2.210], [-3.200, 0.053, -3.533], [-3.594, 0.572, -4.914], [-4.314, -0.830, -2.962], [-0.989, 1.749, -2.864], [-0.349, 1.188, -3.964], [0.929, 1.584, -4.333], [1.584, 2.552, -3.582], [0.978, 3.115, -2.475], [-0.317, 2.720, -2.069], [-0.924, 3.115, -0.912], [-0.810, 4.378, -0.432], [-0.541, 5.504, -1.258], [-0.551, 6.789, -0.764], [-0.822, 7.034, 0.581], [-1.095, 5.958, 1.407], [-1.093, 4.647, 0.937], [-1.595, 3.259, 2.024], [-0.680, 3.752, 3.613], [0.230, 2.586, 4.016], [-1.493, 4.202, 4.827], [-3.365, 3.822, 2.326], [-4.118, 2.821, 3.201], [-4.076, 3.945, 0.979], [-3.610, 4.680, -3.633], [-3.951, 3.264, -4.624], [-2.297, 3.590, -4.076], [-3.248, 3.451, -1.678], [-5.547, 2.071, -3.143], [-5.632, 3.546, -2.178], [-5.285, 2.000, -1.395], [-2.323, -0.589, -3.654], [-4.539, 1.117, -4.875], [-3.736, -0.271, -5.599], [-2.836, 1.230, -5.340], [-5.249, -0.273, -2.862], [-4.039, -1.202, -1.975], [-4.507, -1.685, -3.619], [-0.844, 0.433, -4.562], [1.409, 1.143, -5.198], [2.584, 2.862, -3.861], [1.513, 3.850, -1.885], [-0.357, 5.338, -2.312], [-0.352, 7.620, -1.432], [-0.830, 8.045, 0.970], [-1.315, 6.145, 2.454], [-0.046, 4.587, 3.318], [-0.371, 1.709, 4.260], [0.835, 2.851, 4.889], [0.917, 2.316, 3.209], [-2.038, 3.368, 5.273], [-2.205, 4.995, 4.592], [-0.808, 4.587, 5.587], [-3.347, 4.802, 2.811], [-4.108, 1.837, 2.724], [-5.161, 3.128, 3.323], [-3.675, 2.728, 4.193], [-4.044, 2.987, 0.453], [-3.600, 4.696, 0.348], [-5.123, 4.225, 1.125], [4.037, 1.806, 2.461], [4.184, 0.515, 1.898], [3.932, 0.645, 0.492], [3.557, 2.002, 0.286], [3.652, 2.725, 1.481], [3.651, 4.233, 1.633], [5.108, 4.705, 1.778], [3.029, 4.920, 0.415], [2.866, 4.673, 2.871], [4.210, -0.186, -0.774], [2.895, -0.534, -1.482], [5.003, -1.480, -0.579], [5.065, 0.659, -1.746], [4.473, -0.626, 2.887], [3.525, -0.468, 4.099], [4.240, -2.053, 2.383], [5.925, -0.530, 3.383], [4.189, 2.051, 3.505], [3.340, 2.449, -0.676], [5.696, 4.366, 0.922], [5.553, 4.279, 2.679], [5.173, 5.798, 1.839], [3.598, 4.698, -0.492], [3.014, 6.005, 0.552], [1.997, 4.587, 0.273], [3.199, 4.134, 3.761], [1.809, 4.462, 2.714], [2.977, 5.748, 3.048], [2.266, -1.159, -0.844], [3.080, -1.065, -2.425], [2.340, 0.377, -1.712], [4.398, -2.264, -0.132], [5.883, -1.300, 0.042], [5.347, -1.851, -1.549], [4.523, 1.530, -2.111], [5.358, 0.064, -2.619], [5.968, 1.006, -1.241], [2.499, -0.353, 3.743], [3.769, 0.411, 4.693], [3.577, -1.342, 4.757], [3.288, -2.105, 1.852], [4.201, -2.744, 3.231], [5.042, -2.387, 1.731], [6.124, 0.462, 3.790], [6.614, -0.694, 2.551], [6.133, -1.278, 4.158], [-0.238, -1.817, -0.670], [-0.475, -3.274, -0.850], [-2.276, -3.691, -0.630], [-2.670, -5.128, -0.269], [-4.194, -5.218, -0.175], [-4.742, -4.334, 0.967], [-3.697, -3.328, 1.462], [-2.968, -2.663, 0.299], [0.687, -4.164, 0.291], [2.116, -4.194, -0.311], [2.572, -5.618, -0.614], [2.684, -6.416, 0.692], [1.535, -6.057, 1.654], [0.320, -5.529, 0.888], [-0.122, -3.722, -2.609], [-0.505, -5.139, -3.043], [-0.334, -5.257, -4.558], [-1.334, -4.344, -5.302], [-1.876, -3.228, -4.398], [-0.766, -2.648, -3.525], [-2.637, -3.512, -1.650], [-2.242, -5.428, 0.685], [-2.305, -5.835, -1.015], [-4.490, -6.258, -0.022], [-4.618, -4.900, -1.132], [-5.068, -4.957, 1.803], [-5.624, -3.792, 0.618], [-2.976, -3.831, 2.113], [-4.178, -2.555, 2.063], [-2.243, -1.946, 0.679], [-3.691, -2.083, -0.277], [0.688, -3.438, 1.112], [2.813, -3.770, 0.410], [2.186, -3.565, -1.197], [3.534, -5.600, -1.130], [1.859, -6.107, -1.284], [3.638, -6.189, 1.174], [2.675, -7.486, 0.472], [1.863, -5.272, 2.343], [1.257, -6.921, 2.260], [0.026, -6.244, 0.115], [-0.520, -5.422, 1.575], [0.961, -3.623, -2.697], [-1.544, -5.359, -2.792], [0.117, -5.875, -2.528], [-0.462, -6.294, -4.874], [0.692, -4.973, -4.810], [-2.170, -4.936, -5.683], [-0.840, -3.896, -6.166], [-2.678, -3.622, -3.769], [-2.317, -2.436, -5.007], [-1.142, -1.824, -2.916], [0.001, -2.222, -4.177], [-2.422, -0.338, 4.662], [-1.498, -0.675, 3.140], [-0.329, -1.932, 3.746], [-3.045, -1.192, 4.926], [-3.052, 0.525, 4.457], [-1.734, -0.101, 5.472], [0.688, -1.563, 3.632], [-0.452, -2.848, 3.168], [-0.533, -2.136, 4.794]]
}


Entry 4:
{
  "formula": "C2H2BeFO2",
  "method": "the ωB97M-V functional and the def2-TZVPD basis",
  "homo_ev": -16.4,
  "de_lowest_kcal_mol": 45.6,
  "orbital_gap_ev": 9.52,
  "charge": 1,
  "spin_multiplicity": 1,
  "symbols": ["H", "O", "C", "C", "O", "F", "H", "Be"],
  "positions_angstrom": [[-0.295, 1.300, 0.607], [1.146, -1.032, 0.499], [0.806, 0.067, 0.056], [-0.651, 0.404, -0.144], [-1.447, -0.581, 0.282], [1.655, 0.727, -0.719], [-0.818, 0.784, -1.171], [-0.394, -1.669, 0.589]]
}


Entry 5:
{
  "formula": "C43H87HfN11O17S",
  "method": "the ωB97M-V functional and the def2-TZVPD basis",
  "homo_ev": -12.0,
  "orbital_gap_ev": 5.37,
  "charge": 2,
  "spin_multiplicity": 1,
  "symbols": ["Hf", "C", "C", "C", "O", "C", "C", "C", "O", "O", "O", "H", "H", "C", "C", "O", "N", "C", "H", "H", "H", "H", "H", "H", "H", "C", "C", "O", "N", "C", "H", "H", "H", "H", "H", "H", "H", "C", "C", "O", "N", "C", "H", "H", "H", "H", "H", "H", "H", "C", "C", "O", "N", "C", "H", "H", "H", "H", "H", "H", "H", "C", "C", "O", "N", "C", "H", "H", "H", "H", "H", "H", "H", "C", "C", "O", "N", "C", "H", "H", "H", "H", "H", "H", "H", "C", "C", "O", "N", "C", "H", "H", "H", "H", "H", "H", "H", "C", "C", "O", "N", "C", "H", "H", "H", "H", "H", "H", "H", "C", "C", "O", "N", "C", "H", "H", "H", "H", "H", "H", "H", "C", "C", "O", "N", "C", "H", "H", "H", "H", "H", "H", "H", "C", "C", "O", "N", "C", "H", "H", "H", "H", "H", "H", "H", "C", "C", "C", "S", "O", "O", "C", "H", "H", "H", "H", "H", "H", "H", "H"],
  "positions_angstrom": [[-2.550, -2.852, 1.883], [0.605, -1.028, -0.922], [-0.495, -1.333, -0.176], [-1.603, -0.386, 0.014], [-2.665, -0.761, 0.653], [-1.540, 0.879, -0.478], [-0.487, 1.232, -1.364], [0.657, 0.243, -1.575], [1.511, 0.497, -2.329], [-0.534, 2.226, -2.041], [-0.546, -2.464, 0.464], [1.454, -1.664, -1.102], [-2.353, 1.573, -0.368], [-4.824, 0.659, 2.802], [-4.941, -0.728, 3.259], [-4.194, -1.656, 2.742], [-5.784, -1.052, 4.230], [-6.708, -0.123, 4.875], [-5.167, 1.423, 3.482], [-5.489, 0.739, 1.924], [-3.830, 0.829, 2.403], [-5.832, -2.028, 4.473], [-6.140, 0.465, 5.604], [-7.542, -0.570, 5.395], [-7.072, 0.609, 4.162], [4.831, -0.466, 4.267], [3.692, -0.407, 3.277], [2.515, -0.621, 3.644], [4.019, 0.038, 2.030], [3.003, 0.091, 1.006], [5.807, -0.663, 3.816], [4.710, -1.355, 4.888], [4.830, 0.455, 4.840], [4.956, 0.273, 1.772], [3.393, -0.144, 0.020], [2.418, 1.017, 1.005], [2.243, -0.668, 1.204], [-1.280, -7.174, 2.132], [-1.298, -6.067, 1.073], [-1.914, -4.987, 1.224], [-0.591, -6.295, -0.024], [-0.465, -5.373, -1.130], [-0.244, -7.170, 2.493], [-1.512, -8.124, 1.669], [-1.892, -6.847, 2.962], [-0.042, -7.137, -0.048], [-1.039, -5.787, -1.971], [0.550, -5.382, -1.515], [-0.873, -4.400, -0.896], [1.570, -4.044, 1.968], [0.652, -3.817, 3.107], [-0.535, -3.537, 2.905], [1.098, -3.895, 4.348], [2.477, -3.908, 4.796], [2.478, -4.585, 2.185], [1.818, -3.030, 1.615], [1.040, -4.459, 1.113], [0.424, -3.684, 5.067], [3.206, -4.162, 4.039], [2.568, -4.618, 5.616], [2.772, -2.928, 5.180], [-0.297, 0.820, 2.981], [-0.890, -0.305, 3.745], [-1.457, -1.220, 3.087], [-0.745, -0.389, 5.062], [0.298, 0.297, 5.794], [-1.073, 1.338, 2.418], [0.381, 0.405, 2.228], [0.312, 1.505, 3.558], [-1.163, -1.191, 5.499], [0.559, -0.388, 6.613], [0.102, 1.268, 6.235], [1.267, 0.318, 5.288], [3.187, 6.925, 1.514], [2.269, 5.802, 1.111], [1.303, 5.479, 1.808], [2.552, 5.117, -0.033], [1.645, 4.156, -0.594], [2.669, 7.878, 1.542], [4.077, 6.989, 0.889], [3.501, 6.705, 2.536], [3.408, 5.389, -0.480], [1.719, 4.105, -1.682], [0.600, 4.293, -0.326], [1.826, 3.094, -0.330], [-3.922, 2.887, -2.854], [-3.550, 4.301, -2.464], [-4.425, 5.131, -2.372], [-2.249, 4.584, -2.239], [-1.765, 5.936, -2.078], [-3.556, 2.234, -2.044], [-3.346, 2.512, -3.708], [-4.982, 2.814, -3.022], [-1.585, 3.824, -2.158], [-1.538, 6.214, -1.042], [-2.482, 6.668, -2.436], [-0.855, 6.061, -2.671], [-1.061, 0.146, -5.162], [-0.927, 1.551, -5.745], [-1.209, 1.786, -6.910], [-0.271, 2.433, -4.928], [-0.058, 3.819, -5.307], [-0.571, 0.050, -4.191], [-0.695, -0.664, -5.789], [-2.148, -0.019, -5.093], [-0.277, 2.227, -3.935], [0.888, 3.891, -5.851], [-0.116, 4.426, -4.413], [-0.782, 4.124, -6.064], [-4.225, -5.365, -1.167], [-3.665, -3.991, -1.262], [-3.176, -3.363, -0.269], [-3.522, -3.504, -2.487], [-2.897, -2.235, -2.849], [-3.548, -6.095, -0.737], [-4.485, -5.741, -2.161], [-5.191, -5.385, -0.656], [-3.939, -4.050, -3.223], [-2.492, -2.341, -3.860], [-2.109, -1.906, -2.184], [-3.619, -1.422, -2.989], [-0.748, 4.657, 5.260], [-1.708, 4.170, 4.183], [-2.830, 3.736, 4.482], [-1.292, 4.367, 2.894], [-2.077, 4.188, 1.702], [0.064, 5.278, 4.879], [-0.318, 3.808, 5.792], [-1.313, 5.293, 5.938], [-0.348, 4.690, 2.735], [-1.615, 3.473, 1.028], [-2.209, 5.141, 1.190], [-3.080, 3.878, 1.990], [4.771, 0.241, -3.114], [4.732, 1.747, -3.306], [5.733, 2.475, -3.231], [3.475, 2.223, -3.512], [3.148, 3.651, -3.577], [5.765, -0.183, -3.187], [4.111, -0.220, -3.844], [4.405, 0.019, -2.105], [2.700, 1.596, -3.319], [2.072, 3.783, -3.580], [3.575, 4.037, -4.510], [3.589, 4.237, -2.762], [2.750, -3.601, -3.058], [2.063, -2.592, -3.975], [2.642, -2.812, -5.357], [4.394, -3.213, -5.028], [5.225, -2.078, -5.269], [4.647, -4.510, -5.591], [4.252, -3.465, -3.237], [2.536, -4.656, -3.316], [2.361, -3.506, -2.038], [2.259, -1.612, -3.521], [0.975, -2.679, -3.896], [2.542, -2.050, -6.120], [2.241, -3.751, -5.739], [4.498, -2.442, -2.904], [4.997, -4.118, -2.813]]
}


Entry 6:
{
  "formula": "C27H22N4O8Ti",
  "method": "the ωB97M-V functional and the def2-TZVPD basis",
  "homo_ev": [-3.9, -5.2],
  "de_lowest_kcal_mol": 52.3,
  "orbital_gap_ev": [6.19, 6.89],
  "charge": -1,
  "spin_multiplicity": 2,
  "symbols": ["Ti", "C", "O", "C", "C", "C", "C", "C", "C", "N", "N", "C", "C", "O", "C", "C", "C", "C", "C", "C", "C", "C", "H", "H", "H", "H", "H", "H", "H", "H", "H", "H", "H", "H", "H", "O", "C", "O", "C", "C", "C", "C", "C", "N", "C", "O", "O", "H", "H", "H", "N", "C", "C", "C", "O", "O", "H", "H", "H", "H", "H", "H"],
  "positions_angstrom": [[0.032, -0.059, 0.005], [-0.173, -4.086, -1.232], [-0.324, -2.724, -1.582], [0.475, -2.287, -2.614], [1.126, -3.165, -3.470], [1.900, -2.715, -4.530], [2.022, -1.356, -4.745], [1.392, -0.471, -3.898], [0.607, -0.890, -2.810], [-0.003, 0.045, -1.978], [0.120, 1.271, -2.485], [-0.332, 2.374, -1.912], [-1.013, 2.419, -0.653], [-0.971, 1.360, 0.107], [-1.752, 3.562, -0.295], [-1.747, 4.679, -1.090], [-0.902, 4.760, -2.222], [-0.730, 5.959, -2.940], [0.177, 6.045, -3.964], [0.949, 4.934, -4.317], [0.773, 3.742, -3.656], [-0.158, 3.620, -2.620], [-0.636, -4.743, -1.979], [-0.661, -4.245, -0.274], [0.882, -4.346, -1.107], [1.042, -4.230, -3.325], [2.397, -3.428, -5.172], [2.626, -0.984, -5.560], [1.492, 0.591, -4.046], [-2.313, 3.528, 0.630], [-2.351, 5.536, -0.827], [-1.311, 6.824, -2.645], [0.312, 6.979, -4.491], [1.687, 5.022, -5.103], [1.374, 2.880, -3.901], [-1.754, 1.648, 4.332], [-1.481, 0.971, 3.346], [-2.236, 0.561, 2.446], [0.038, 0.583, 3.260], [0.737, 0.451, 4.462], [2.109, 0.289, 4.449], [2.761, 0.314, 3.226], [1.997, 0.436, 2.074], [0.664, 0.533, 2.088], [2.631, 0.533, 0.694], [3.844, 0.572, 0.575], [1.775, 0.619, -0.256], [0.168, 0.498, 5.377], [2.664, 0.171, 5.370], [3.832, 0.235, 3.129], [-1.907, -1.011, 0.313], [-2.146, -2.272, 1.014], [-1.018, -2.510, 2.023], [0.390, -2.590, 1.389], [1.122, -3.520, 1.684], [0.703, -1.643, 0.588], [-2.085, -0.279, 1.044], [-2.590, -0.882, -0.436], [-2.222, -3.096, 0.297], [-3.097, -2.228, 1.574], [-1.187, -3.433, 2.581], [-1.015, -1.671, 2.724]]
}